No. 1
Molecular formula: C4H14N2O
Method: DFT, ωB97M-V with the def2-TZVPD basis set

XYZ file:
```
21
Properties=species:S:1:pos:R:3:nbo_charge:R:1
C -0.0391 -2.4454 1.2188 -0.609
C -0.6177 -1.0018 1.2988 -0.036
C 0.2191 0.0044 0.3956 -0.457
C 0.0570 1.4974 0.2580 -0.213
N -1.2438 2.0308 0.7426 -0.884
N -2.1249 -0.9908 0.8922 -0.860
H 0.9865 -2.3385 1.6946 0.209
H 0.1513 -3.0488 0.1964 0.209
H -0.4727 -3.0892 1.8298 0.209
H -0.6637 -0.7121 2.3624 0.185
H 1.3746 -0.2474 0.4876 0.210
H -0.1090 -0.6070 -0.4969 0.209
H 0.2115 2.0736 -0.8228 0.205
H 1.0255 1.8908 0.8631 0.152
H -1.4387 3.0224 0.3875 0.382
H -1.4036 1.8441 1.7370 0.372
H -2.2219 -1.6376 0.0483 0.341
H -2.3891 -0.0687 0.5022 0.376
H 2.5341 1.2026 -5.2237 0.467
H 3.2829 1.7063 -4.0197 0.464
O 2.8817 0.9149 -4.3519 -0.931
```

Properties
- orbital gap (eV) = 9.67
- strongest force on any atom (eV/A) = 5.7
- energy relative to the best compared isomer or geometry (same formula, charge and spin) (kcal per mole) = 73.0

=====

No. 2
Molecular formula: C14H13NO4S
Method: DFT, ωB97M-V with the def2-TZVPD basis set

XYZ file:
```
33
Properties=species:S:1:pos:R:3:nbo_charge:R:1
C -2.5861 -1.7308 0.9122 -0.713
C -1.7821 -2.1628 -0.4491 0.598
O -2.3931 -2.3209 -1.4807 -0.525
C -0.4261 -2.4091 -0.3741 -0.435
C 0.4861 -1.7429 0.0003 0.120
N 0.2693 -0.3423 0.6260 -0.462
C 1.3360 0.2338 1.2610 0.647
O 1.4442 1.5172 1.3750 -0.603
C 2.5909 -0.5326 1.0244 -0.398
C 3.8400 0.0691 0.3767 -0.508
C 3.3475 0.7057 -1.0021 0.785
O 2.1915 0.5364 -1.5747 -0.588
O 4.4743 0.7716 -1.8271 -0.687
H 4.2056 1.3071 -2.5716 0.495
H 4.6678 -0.5483 0.2166 0.260
H 4.0043 0.9997 1.0415 0.273
H 2.9704 -0.9207 2.2068 0.257
S 2.0868 -2.1722 0.4348 0.304
C -0.6832 0.6557 0.1186 0.136
C -1.4749 1.3626 1.2494 -0.155
C -2.5492 2.1139 0.6496 -0.204
C -3.0167 2.2472 -0.4303 -0.225
C -2.2280 1.5117 -1.4747 -0.150
C -1.2216 0.6489 -0.9801 -0.256
H -0.6115 0.1993 -2.1283 0.232
H -2.4345 1.4567 -2.5778 0.222
H -3.7179 2.5891 -0.8877 0.203
H -2.9808 2.8792 1.4441 0.193
H -1.2075 1.2517 2.2739 0.230
H -0.1123 -3.3543 -0.6945 0.255
H -3.3010 -0.7918 0.5744 0.242
H -3.2757 -2.6001 1.0286 0.244
H -1.9126 -1.4277 1.6388 0.213
```

Properties
- orbital gap (eV) = 8.53
- strongest force on any atom (eV/A) = 19.9
- energy relative to the best compared isomer or geometry (same formula, charge and spin) (kcal per mole) = 111.5

=====

Question: Among the records above, which one has the highest energy relative to the best compared isomer or geometry (same formula, charge and spin)?
Answer: C14H13NO4S

=====

Question: Among the records above, which one has the highest energy relative to the best compared isomer or geometry (same formula, charge and spin)?
Answer: C14H13NO4S